# 1
Molecular formula: C8H10FLaN
Method: DFT, wB97M-V/def2-TZVPD

Cartesian coordinates (Å):
1 La 1.13652 0.59805 -0.25171
2 F 2.33123 2.28807 -0.06264
3 N 0.11222 1.06957 1.66371
4 C -1.06298 -0.67368 2.76488
5 C -0.98010 1.10012 -1.56320
6 C 0.19346 1.10054 -2.42367
7 C 0.95885 -1.19836 1.30310
8 C -0.17617 -1.09927 -1.68575
9 C -1.20712 -0.25849 -1.11942
10 C -0.01549 -0.24228 1.93999
11 C 0.69458 -0.26760 -2.49385
12 H 1.99443 -1.01396 1.61577
13 H 0.65011 -2.19978 1.11407
14 H -1.10981 -1.71449 3.02651
15 H -1.55494 1.97907 -1.26605
16 H -1.97555 -0.57854 -0.41167
17 H -1.75087 0.04702 3.16717
18 H 1.61377 -0.58299 -2.98320
19 H 0.68154 1.98028 -2.83980
20 H -0.04430 -2.16591 -1.49768
21 H -0.48937 1.83263 2.00345

Forces on atoms 1 to 3 (eV/Å):
3.95 0.31 2.46
2.42 2.83 0.06
0.11 2.27 0.34

electronic energy	-497.01647	Eh
E_HOMO	-2.32	eV
net charge	-1
energy relative to the best compared isomer or geometry (same formula, charge and spin)	0.000	eV

Löwdin atomic charge list, values in e, 5 entries: atom 1 (La): 1.794, atom 2 (F): -0.698, atom 3 (N): -0.215, atom 4 (C): -0.076, atom 5 (C): -0.239

***

# 2
Molecular formula: C8H10FN2O3
Method: DFT, wB97M-V/def2-TZVPD

Cartesian coordinates (Å):
1 F 2.90737 0.73981 3.07440
2 O 1.18003 2.57458 -3.32418
3 O 2.46602 0.75739 -3.64218
4 O -0.34488 -0.50751 -1.25320
5 N 2.14147 0.47156 1.47348
6 N 2.74131 1.08776 0.65345
7 C 1.78610 1.59628 -3.10371
8 C 1.64126 1.02702 -1.31715
9 C -1.38749 -0.51345 0.84969
10 C 2.81631 1.36780 -0.61929
11 C -2.87288 -0.89367 1.35702
12 C -1.61019 -0.18564 -0.63001
13 C -0.47359 -1.67459 1.05095
14 C 0.65173 0.30822 -1.20160
15 H -2.01278 0.93176 -0.80394
16 H -2.88366 -0.93424 2.41807
17 H -3.70000 -0.30003 1.06994
18 H 3.49733 2.14206 -0.98784
19 H -0.25020 -1.69232 2.12318
20 H -2.32368 -0.88402 -1.13014
21 H -0.63315 -2.64503 0.55100
22 H -0.95810 0.33456 1.49717
23 H 0.55253 -1.15524 0.76872
24 H -2.93086 -1.95305 1.12616

Forces on atoms 1 to 3 (eV/Å):
0.01 0.04 -0.30
-1.18 2.08 0.44
0.08 0.17 0.65

electronic energy	-745.75180	Eh
E_HOMO	-4.04	eV
net charge	-1

natural (NBO) atomic charge list, values in e, 5 entries: atom 1 (F): -0.615, atom 2 (O): -0.612, atom 3 (O): -0.631, atom 4 (O): -0.462, atom 5 (N): 0.062

***

# 3
Molecular formula: C8H10FNY
Method: DFT, wB97M-V/def2-TZVPD

Cartesian coordinates (Å):
1 Y -0.08554 -0.04228 0.95248
2 F -0.37174 0.15333 3.10392
3 N 1.47383 1.08096 1.24460
4 C -0.17904 -2.41802 0.82008
5 C 0.54135 2.56672 -1.30547
6 C 0.93033 -1.28406 -0.89019
7 C 1.12020 -2.02123 0.33222
8 C -1.17111 -1.91593 -0.09609
9 C -1.55098 1.65196 0.00129
10 C -0.41653 2.02990 -0.55806
11 C -0.48216 -1.21026 -1.14835
12 H 2.06479 -2.21985 0.81218
13 H 1.58492 2.23082 -1.23670
14 H -0.94133 -0.70889 -1.98295
15 H -1.90384 2.08616 0.95551
16 H 0.29498 3.35963 -2.01494
17 H 1.70825 -0.83369 -1.48618
18 H -0.37233 -2.96152 1.72995
19 H -2.24008 -2.03155 0.00009
20 H 2.22649 1.55174 1.26319
21 H -2.23044 0.93607 -0.49656

Forces on atoms 1 to 3 (eV/Å):
-0.07 3.27 5.68
-0.98 -0.65 -0.24
-5.66 -3.22 -1.38

electronic energy	-503.71243	Eh
E_HOMO	-2.66	eV
net charge	-1

Löwdin atomic charge list, values in e, 5 entries: atom 1 (Y): 0.954, atom 2 (F): -0.641, atom 3 (N): -0.212, atom 4 (C): -0.220, atom 5 (C): -0.020

***

# 4
Molecular formula: C8H10FO2
Method: DFT, wB97M-V/def2-TZVPD

Cartesian coordinates (Å):
1 F 2.46391 0.03398 -1.21125
2 O -2.66698 -0.00223 0.74099
3 O -3.21750 -0.02252 -1.53975
4 C -0.67241 1.34994 0.51290
5 C -1.09587 2.60643 0.37970
6 C -0.43804 -1.87596 1.16154
7 C -2.54342 0.08420 -0.57812
8 C 0.75470 1.16728 0.85934
9 C -0.03410 -1.45501 -1.25186
10 C -1.29386 0.10107 0.15736
11 C -0.54304 -1.17035 0.08822
12 H 0.93189 0.30433 1.61773
13 H 1.31753 0.93268 -0.01107
14 H -0.67858 -0.98832 -2.01931
15 H 1.13026 2.15666 1.24071
16 H -0.16179 -2.50224 -1.42846
17 H -2.06930 3.10032 0.08659
18 H -0.44809 3.49618 0.50597
19 H 0.89577 -0.90407 -1.39155
20 H -0.94413 -1.62631 2.16875
21 H 0.17974 -2.71335 1.02601

Forces on atoms 1 to 3 (eV/Å):
-0.14 0.03 -0.08
-1.56 -0.31 0.40
-0.73 0.26 -0.68

electronic energy	-561.09848	Eh
E_HOMO	-4.54	eV
net charge	-1
energy relative to the best compared isomer or geometry (same formula, charge and spin)	2.873	eV

natural (NBO) atomic charge list, values in e, 5 entries: atom 1 (F): -0.929, atom 2 (O): -0.480, atom 3 (O): -0.559, atom 4 (C): -0.007, atom 5 (C): -0.402